Entry 1:
DFT (ωB97M-V with the def2-TZVPD basis set) results for a molecular structure, C32H31N6O8S2Ti.

Geometry (Å):
Ti -1.1541 -0.3787 0.5774
C 0.6614 3.2183 0.5099
C 0.4535 1.7444 0.1622
O -0.6031 1.2661 0.8311
C 1.6858 0.8640 0.2917
C 2.9557 1.4303 0.2088
C 4.0959 0.6852 0.4407
C 3.9838 -0.6613 0.7532
C 2.7419 -1.2603 0.7949
C 1.5678 -0.5267 0.5539
O 0.4071 -1.1487 0.6088
H -0.3234 3.6829 0.5453
H 1.2728 3.7292 -0.2251
H 1.1237 3.2800 1.4923
H 3.0551 2.4720 -0.0469
H 5.0648 1.1545 0.3812
H 4.8695 -1.2423 0.9620
H 2.6219 -2.3124 1.0173
C 2.6414 -0.0537 5.0430
C 2.5366 -1.3681 4.3056
S 0.8190 -1.6520 3.7924
O 0.3192 -0.4714 3.1115
O 0.7394 -2.8910 3.0762
C -0.1804 -1.7700 5.3547
C -1.4875 -2.5535 5.1748
N -1.9034 -2.5521 3.7878
C -2.1445 -1.4419 3.0599
N -2.1217 -1.7226 1.7622
C -1.8873 -3.0486 1.6267
C -1.7497 -3.5901 2.8812
N -1.4559 -4.9486 3.1837
O -1.3256 -5.2670 4.3471
O -1.3660 -5.6863 2.2360
C -2.5047 -0.0993 3.5804
H 3.6799 0.1681 5.2749
H 2.0785 -0.0714 5.9743
H 2.2529 0.7414 4.4111
H 2.8405 -2.2291 4.8957
H 3.0939 -1.3585 3.3704
H -0.3651 -0.7316 5.6133
H 0.4396 -2.2427 6.1115
H -2.2834 -2.1215 5.7904
H -1.3578 -3.5986 5.4660
H -1.8524 -3.5351 0.6636
H -2.8209 -0.1390 4.6196
H -3.3149 0.3061 2.9660
H -1.6525 0.5823 3.4884
O -1.7891 -2.2242 -1.8603
C -1.3048 -1.1906 -2.2515
N -1.0685 -0.7199 -3.4918
C -0.5171 0.6322 -3.4704
C -0.3651 0.8089 -1.9631
O 0.1468 1.8255 -1.3816
N -0.8319 -0.2286 -1.3449
C 0.8474 0.7455 -4.1304
C 1.5016 1.9729 -4.0817
C 2.7355 2.1266 -4.6881
C 3.3295 1.0561 -5.3387
C 2.6884 -0.1707 -5.3694
C 1.4506 -0.3304 -4.7670
C -1.5554 1.6124 -4.0153
C -1.4476 2.1760 -5.2786
C -2.4438 3.0220 -5.7398
C -3.5577 3.2874 -4.9609
C -3.6766 2.7057 -3.7089
C -2.6792 1.8713 -3.2394
H -1.4395 -1.1362 -4.3319
H 1.0320 2.8064 -3.5821
H 3.2334 3.0845 -4.6526
H 4.2846 1.1753 -5.8271
H 3.1473 -1.0139 -5.8643
H 0.9604 -1.2913 -4.8093
H -0.5967 1.9502 -5.9030
H -2.3464 3.4661 -6.7188
H -4.3330 3.9393 -5.3326
H -4.5459 2.8853 -3.0955
H -2.7795 1.4095 -2.2664
S -5.3136 0.5466 -1.1696
C -3.9652 0.3380 -0.3986
N -2.9486 0.2113 0.2068

Calculated values
F_max: 2.78 eV/Å
Net charge: +1
M: 739.6 g mol⁻¹
E_HOMO: -11.2 eV
DFT total energy: -3814.17131 hartree
HOMO-LUMO gap: 7.85 eV
Energy relative to the best compared isomer or geometry (same formula, charge and spin): 177.1 kJ/mol
LUMO energy: -3.32 eV

Atomic partial charges in e from the Mulliken method, atoms 1 to 2:
1 Ti -0.675
2 C -2.044

Entry 2:
DFT (ωB97M-V with the def2-TZVPD basis set) results for a molecular structure, C32H32As2IPPt.

Geometry (Å):
Pt 0.0744 0.9946 0.7142
I 2.6958 0.8892 0.9265
C 3.0029 2.4439 2.3158
C 4.1768 3.1131 2.0927
C 4.5769 4.1572 2.9346
C 3.7670 4.4892 3.9771
C 2.5523 3.8056 4.2214
C 1.8007 4.2245 5.3435
C 0.6450 3.5901 5.6710
C 0.2053 2.5334 4.8641
C 0.8583 2.0934 3.7269
P 0.0343 0.5822 3.0119
C -1.6844 0.7171 3.6016
C -2.3763 1.9219 3.4417
C -3.6968 2.0318 3.8381
C -4.3526 0.9346 4.3915
C -3.6882 -0.2765 4.5067
C -2.3648 -0.3909 4.0987
C 0.7711 -0.7949 3.9348
C 1.7072 -1.6434 3.3512
C 2.3505 -2.6110 4.1082
C 2.0684 -2.7340 5.4599
C 1.1378 -1.8880 6.0510
C 0.4958 -0.9229 5.2981
C 2.1084 2.7283 3.3865
H 4.8082 2.8374 1.2582
H 5.5091 4.6720 2.7535
H 4.0420 5.2861 4.6549
H 2.1789 5.0447 5.9383
H 0.0680 3.8756 6.5391
H -0.6967 2.0420 5.1867
H -1.8761 2.7907 3.0262
H -4.2103 2.9778 3.7283
H -5.3777 1.0254 4.7232
H -4.1949 -1.1393 4.9170
H -1.8689 -1.3477 4.1963
H 1.9168 -1.5870 2.2924
H 3.0668 -3.2709 3.6387
H 2.5673 -3.4885 6.0523
H 0.9135 -1.9783 7.1049
H -0.2083 -0.2615 5.7896
C -3.4975 -0.4092 1.0500
As -2.1404 0.5280 0.0575
C -1.9569 -0.5575 -1.5457
C -2.8658 2.1848 -0.6193
C -4.2256 2.4484 -0.6908
C -4.6654 3.6205 -1.2934
C -3.7541 4.5094 -1.8376
C -2.3932 4.2423 -1.7769
C -1.9444 3.0829 -1.1624
As -0.0559 2.6542 -1.0276
C 0.5827 2.4703 -2.8465
C 0.7898 4.2628 -0.3409
H -4.2959 -0.6597 0.3505
H -3.8872 0.2105 1.8525
H -3.0743 -1.3260 1.4527
H -2.9325 -0.6290 -2.0272
H -1.6034 -1.5552 -1.2908
H -1.2530 -0.0839 -2.2266
H -4.9489 1.7551 -0.2785
H -5.7239 3.8358 -1.3408
H -4.1021 5.4160 -2.3128
H -1.6965 4.9479 -2.2143
H 0.6718 3.4519 -3.3094
H -0.1256 1.8692 -3.4131
H 1.5549 1.9807 -2.8403
H 0.4287 5.1204 -0.9079
H 1.8696 4.1820 -0.4615
H 0.5487 4.3860 0.7129

Calculated values
F_max: 0.73 eV/Å
Net charge: +2
M: 919.4 g mol⁻¹
E_HOMO: -13.7 eV
DFT total energy: -6468.05567 hartree
HOMO-LUMO gap: 7.32 eV
LUMO energy: -6.35 eV

Atomic partial charges in e from the Mulliken method, atoms 1 to 2:
1 Pt 1.272
2 I 0.010

- Which value of F_max does entry 2 give?
  0.73 eV/Å

- Among the records above, which one has the highest HOMO-LUMO gap?
  C32H31N6O8S2Ti

- Which formula does entry 1 have?
  C32H31N6O8S2Ti

- Look up the HOMO-LUMO gap of the second one.
  7.32 eV